{
  "formula": "C46H62BBeBrCaCl3F3N3O17SSi2",
  "method": "ωB97M-V with the def2-TZVPD basis set",
  "species": ["C", "C", "C", "Si", "C", "C", "C", "C", "C", "C", "C", "C", "O", "Si", "Cl", "C", "C", "C", "F", "C", "F", "F", "B", "O", "O", "H", "H", "H", "H", "H", "H", "H", "H", "H", "H", "H", "H", "H", "H", "H", "H", "H", "H", "H", "Ca", "C", "C", "C", "C", "C", "C", "C", "O", "C", "C", "C", "C", "C", "C", "C", "O", "H", "H", "H", "H", "H", "H", "H", "H", "Br", "C", "C", "O", "C", "O", "O", "C", "H", "H", "H", "H", "H", "H", "H", "H", "O", "S", "O", "O", "O", "Be", "C", "Cl", "Cl", "H", "H", "C", "C", "O", "N", "C", "H", "H", "H", "H", "H", "H", "H", "N", "O", "O", "O", "C", "C", "C", "C", "C", "C", "N", "O", "C", "C", "C", "H", "H", "H", "H", "H", "H", "H", "H", "H", "H", "H", "H", "H", "H", "H", "H", "H", "H"],
  "positions_angstrom": [[-3.94117, -1.18321, 7.62521], [-4.64240, -1.50038, 6.54321], [-5.11331, -1.72167, 4.99767], [-6.27695, -0.33185, 4.35599], [-5.57236, 1.45247, 4.70572], [-4.22642, 1.71887, 3.84117], [-4.12414, 2.69109, 2.60561], [-2.71193, 2.82822, 1.87637], [-1.42025, 2.02444, 2.29494], [-1.52037, 1.02223, 3.52472], [-0.31182, 0.12704, 4.09664], [-2.92347, 0.91551, 4.24437], [-6.51525, -0.39741, 2.62044], [-6.58635, -2.02317, 2.01580], [-8.38737, -2.11863, 0.81887], [-5.12852, -2.39231, 0.77581], [-4.41568, -3.82248, 1.09221], [-3.32978, -3.75297, 2.28477], [-2.11885, -2.96631, 2.13051], [-3.45097, -4.47663, 3.53367], [-4.69889, -5.02669, 3.96652], [-2.27266, -4.68058, 4.34733], [-7.96384, -0.50680, 5.31764], [-9.02125, -1.31254, 4.67121], [-8.12285, 0.11897, 6.61762], [-3.15142, -1.15117, 8.47526], [-4.18748, -1.72678, 4.28187], [-5.55804, -2.78340, 4.94869], [-5.37378, 1.64204, 5.82239], [-6.42549, 2.17080, 4.34477], [-5.05777, 3.28056, 2.24822], [-2.60957, 3.55092, 0.97890], [-0.40521, 2.10984, 1.74750], [0.63130, 0.76013, 4.35136], [-0.67354, -0.33153, 5.10347], [-0.07223, -0.76465, 3.41012], [-2.99841, 0.21478, 5.15072], [-6.60701, -3.06270, 3.03849], [-4.31566, -1.56129, 0.80358], [-5.57734, -2.47094, -0.29968], [-3.86709, -4.14664, 0.12949], [-5.21267, -4.63713, 1.32125], [-8.82216, -2.26032, 4.90177], [-7.88963, -0.60943, 7.26511], [-7.02619, 3.74847, 2.12796], [3.12609, 1.61362, -5.92491], [4.03643, 0.71909, -5.38035], [3.69879, -0.01798, -4.24380], [2.44751, 0.15067, -3.64351], [1.54104, 1.06541, -4.17262], [1.87617, 1.79494, -5.32712], [0.23219, 1.28999, -3.51886], [-0.56091, 2.08807, -3.98602], [-0.09232, 0.53857, -2.28865], [-1.29867, 0.78211, -1.62927], [-1.61953, 0.06995, -0.47714], [-0.74134, -0.89418, 0.01520], [0.46486, -1.13589, -0.63619], [0.79556, -0.41213, -1.78473], [2.09418, -0.65015, -2.44982], [2.86750, -1.48982, -2.01975], [3.39109, 2.18356, -6.82237], [5.01221, 0.59031, -5.83988], [4.41528, -0.72019, -3.82655], [1.16935, 2.50051, -5.75576], [-1.98983, 1.52974, -2.00868], [-2.55612, 0.26509, 0.03673], [-0.99532, -1.45462, 0.90997], [1.14717, -1.88520, -0.24475], [2.56123, 3.56885, -3.73246], [-7.71359, -9.42304, -2.25100], [-6.56021, -8.48652, -1.94421], [-7.04209, -7.18440, -1.58806], [-7.49535, -7.05713, -0.32706], [-7.51746, -7.92767, 0.51375], [-7.94468, -5.79702, -0.16912], [-8.53756, -5.54933, 1.10441], [-8.37353, -8.98632, -3.00583], [-7.34473, -10.38435, -2.61508], [-8.32362, -9.60340, -1.36198], [-5.94599, -8.36071, -2.83989], [-5.90982, -8.88865, -1.16144], [-7.86848, -5.84064, 1.91864], [-9.49022, -6.07948, 1.18072], [-8.72937, -4.47729, 1.18342], [-8.69941, 2.85392, -3.04337], [-7.75057, 3.89104, -2.60568], [-7.95617, 4.18241, -1.17687], [-7.96866, 5.11232, -3.39790], [-6.37372, 3.41127, -2.82212], [4.09602, 3.12109, -7.89726], [3.25144, -0.79695, 5.46799], [3.24344, 0.80482, 6.21446], [2.52891, -0.74611, 3.85582], [4.28072, -1.14566, 5.38476], [2.67932, -1.48244, 6.09320], [4.17204, 4.88022, 2.05526], [3.23699, 4.25386, 3.05361], [2.13473, 3.82321, 2.73109], [3.64347, 4.17106, 4.34988], [4.89239, 4.61519, 4.92843], [3.70595, 4.87265, 1.06846], [4.37742, 5.91679, 2.33190], [5.10198, 4.30942, 2.00216], [2.96035, 3.73843, 4.95753], [5.38469, 3.75136, 5.38137], [4.66634, 5.34552, 5.70875], [5.55449, 5.06517, 4.19041], [-7.57964, 3.52177, 7.03004], [-6.69343, 3.39917, 7.88948], [-8.75384, 3.23122, 7.29887], [-7.28476, 3.94004, 5.88550], [9.53645, 2.37739, -3.23331], [8.76451, 1.65880, -4.36824], [9.15248, 0.15872, -4.35938], [10.56666, -0.07721, -4.88297], [10.74080, 0.53099, -6.27106], [10.33192, 2.02212, -6.35732], [9.01862, 2.30520, -5.69483], [8.04561, 1.88624, -6.54066], [11.42765, 2.91957, -5.73146], [10.35682, 2.43807, -7.85868], [7.28102, 1.81204, -3.92711], [9.19387, 2.02960, -2.25408], [10.60674, 2.18644, -3.23258], [9.37802, 3.46118, -3.26546], [8.44572, -0.41571, -4.97061], [9.07340, -0.24369, -3.34311], [11.30903, 0.33631, -4.19316], [10.76323, -1.15305, -4.92955], [11.78277, 0.40941, -6.58621], [10.14008, -0.05800, -6.97590], [11.09294, 3.96095, -5.67102], [12.33708, 2.91158, -6.34082], [11.74745, 2.60408, -4.74151], [9.71097, 1.81242, -8.48183], [11.36503, 2.34046, -8.27304], [10.05002, 3.48161, -7.98518], [6.98693, 2.86752, -3.92405], [7.12818, 1.42835, -2.91435], [6.58584, 1.26674, -4.56952]],
  "atomic_forces_ev_per_a": [[-2.90, -2.30, -5.92], [4.44, 1.96, 3.98], [1.40, -0.77, 1.46], [0.90, 1.28, -0.74], [1.31, 0.52, -1.41], [2.51, 0.22, -1.39], [3.80, -2.89, 1.85], [0.18, -1.69, 1.72], [-3.55, -0.71, 2.20], [-3.33, 1.85, -0.74], [-1.11, 0.57, 0.59], [0.51, 1.95, -2.44], [0.49, -2.44, 1.32], [-0.24, 1.94, -2.30], [1.38, 0.36, 1.03], [0.51, -0.35, -0.37], [0.56, 0.55, 0.13], [-0.49, -1.63, 2.88], [-2.89, -2.15, 0.09], [1.16, 1.37, -2.37], [4.00, 1.17, -0.95], [-4.20, 0.54, -1.81], [-3.03, -0.08, 1.50], [2.30, 0.01, 1.80], [0.87, -2.82, -1.89], [-2.22, 0.04, -1.81], [-1.29, -0.05, 1.58], [0.55, 1.74, 0.06], [-0.52, -0.09, -1.66], [1.30, -0.85, 0.88], [2.39, -0.84, 0.44], [-0.27, -1.36, 1.71], [-2.07, 0.16, 0.92], [-1.96, -1.05, -0.85], [0.55, 0.78, -1.73], [-0.34, 1.66, 0.89], [0.05, 1.24, -1.45], [-0.25, -0.01, 0.27], [-1.46, -1.34, -0.14], [0.84, 0.32, 1.94], [-0.68, 0.40, 1.67], [1.58, 1.35, -0.13], [-0.61, 1.11, -0.45], [-0.58, 1.34, -0.45], [-0.84, -0.16, -0.10], [0.27, -1.40, 0.63], [-0.26, 0.36, -0.27], [-0.02, 0.11, -0.08], [0.14, 0.14, -0.53], [0.25, -0.96, 0.33], [0.09, 1.34, -0.12], [-1.16, 0.74, -0.14], [0.49, -0.34, -0.02], [-0.09, -0.12, 0.32], [-0.19, -0.04, 0.19], [0.16, 0.01, -0.27], [0.20, 0.03, -0.12], [-0.17, 0.02, 0.15], [-0.23, -0.05, 0.23], [0.47, -0.85, 0.72], [-0.16, 0.38, -0.31], [-0.71, -0.88, 0.85], [-0.14, 0.00, -0.03], [-0.27, 0.02, 0.04], [-0.17, -0.40, 0.01], [0.21, -0.11, -0.09], [0.13, 0.00, -0.07], [0.05, 0.10, -0.17], [-0.01, 0.16, -0.18], [0.16, 0.50, 0.14], [-0.29, 0.03, 0.17], [0.08, -0.67, -0.24], [-0.02, 0.38, 0.64], [-0.14, -0.33, -0.17], [0.11, 0.65, -0.48], [0.40, -0.39, -0.11], [-0.32, 0.21, 0.45], [0.18, -0.05, -0.04], [0.01, 0.09, 0.01], [0.18, -0.02, -0.04], [-0.14, 0.31, 0.14], [-0.22, 0.15, 0.05], [-0.10, -0.19, -0.12], [0.20, -0.08, 0.11], [0.08, -0.40, -0.30], [0.35, 0.18, -0.41], [-0.26, 0.25, 1.34], [0.27, -0.05, 1.19], [0.14, -0.45, -0.28], [-0.07, -0.06, -0.45], [1.01, 1.23, -1.29], [0.17, -0.29, 0.08], [0.03, 0.00, 0.12], [0.77, -0.41, -0.06], [-0.18, 0.18, -0.03], [0.01, 0.21, -0.14], [0.02, 0.06, -0.21], [-0.62, -0.34, 0.26], [0.24, 0.06, -0.07], [-0.12, 0.07, -0.59], [-0.29, -0.20, 0.37], [-0.04, -0.06, 0.24], [0.17, -0.09, -0.02], [0.05, 0.18, 0.05], [0.12, 0.06, -0.09], [0.23, 0.18, 0.02], [0.31, 0.05, -0.02], [-0.17, -0.08, 0.04], [-0.93, -0.81, 1.75], [0.22, 0.10, -0.52], [0.24, 0.20, -0.43], [0.60, 0.45, -2.00], [0.46, 0.25, -0.05], [-0.83, 1.12, 3.28], [0.48, -0.38, -0.82], [0.02, 0.19, 0.04], [-0.66, -0.77, 0.51], [2.71, 2.07, -1.23], [-3.81, -6.19, -4.21], [3.14, 2.84, 3.12], [0.13, 0.09, 0.46], [-0.89, -0.23, 0.00], [-0.15, -0.02, -0.81], [-0.20, -0.04, -0.32], [-0.03, 0.06, -0.13], [0.02, -0.18, -0.05], [-0.06, 0.25, -0.06], [-0.15, 0.47, -0.05], [-0.08, -0.04, -0.01], [-0.02, 0.11, -0.02], [-0.16, 0.46, -0.05], [-0.09, 0.29, -0.02], [0.01, -0.18, 0.00], [-0.34, -0.12, -0.08], [-0.11, 0.02, 0.02], [-0.04, 0.13, 0.22], [-0.09, -0.04, 0.43], [0.01, -0.15, 0.08], [0.05, -0.15, -0.04], [0.37, 0.04, -0.16], [0.23, 0.15, -0.01]],
  "energy_ev": -249823.117,
  "charge": 1,
  "homo_lumo_gap_ev": 1.23
}